This record from OMol25 describes an isolated molecule of C4H6ClF at a distorted geometry. The level of theory is wB97M-V/def2-TZVPD.

* SMILES string: C[C@]1(Cl)C[C@@H]1F
* energy above the lowest of the compared OMol25 structures with the same formula, charge and spin: 0.433 eV
* Kohn-Sham gap: 11.169 eV
* E_HOMO: -0.3729 Ha
* multiplicity: 1

Each atom is followed by the atoms it is bonded to, with distances in Å.
Cartesian coordinates (Å):
1 C 0.2894 -0.4146 -1.4213  C2 1.543, H7 1.076, H8 1.079, H9 1.089
2 C 0.4970 -0.1232 0.0801  C1 1.543, Cl3 1.788, C4 1.516, C5 1.512
3 Cl 2.1486 -0.3632 0.7203  C2 1.788
4 C -0.5987 -0.4359 1.0794  C2 1.516, C5 1.519, H10 1.075, H11 1.073
5 C -0.2746 1.0059 0.7260  C2 1.512, C4 1.519, F6 1.375, H12 1.078
6 F -1.1707 1.6758 -0.0740  C5 1.375
7 H 0.3836 -1.4702 -1.6061  C1 1.076
8 H -0.7139 -0.0783 -1.6304  C1 1.079
9 H 1.0252 0.1341 -2.0066  C1 1.089
10 H -1.5376 -0.7718 0.6784  C4 1.075
11 H -0.2407 -0.8240 2.0141  C4 1.073
12 H 0.1924 1.6654 1.4402  C5 1.078

=====

This record from OMol25 describes an isolated molecule of C20H29N3O5. The level of theory is wB97M-V/def2-TZVPD.

* SMILES string: CCCCNC(=O)CCCCCn1c(=O)[nH]c2cc(OC)c(OC)cc2c1=O
* energy above the lowest of the compared OMol25 structures with the same formula, charge and spin: 0.000 eV
* Kohn-Sham gap: 8.575 eV
* E_HOMO: -0.2881 Ha
* multiplicity: 1

Each atom is followed by the atoms it is bonded to, with distances in Å.
Cartesian coordinates (Å):
1 C 1.5981 2.2344 1.9053  C2 1.524, H29 1.088, H30 1.087, H31 1.087
2 C 0.3716 3.1204 1.7260  C1 1.524, C3 1.529, H32 1.093, H33 1.093
3 C -0.5951 3.0424 2.9087  C2 1.529, C4 1.530, H34 1.094, H35 1.092
4 C -1.1985 1.6503 3.1090  C3 1.530, N5 1.444, H36 1.091, H37 1.096
5 N -1.9751 1.2222 1.9689  C4 1.444, C6 1.350, H38 1.008
6 C -1.6070 0.2078 1.1581  N5 1.350, O7 1.217, C8 1.517
7 O -0.6144 -0.4675 1.3595  C6 1.217
8 C -2.5479 -0.0516 -0.0030  C6 1.517, C9 1.532, H39 1.090, H40 1.092
9 C -3.1600 -1.4480 0.1425  C8 1.532, C10 1.529, H41 1.088, H42 1.094
10 C -4.0205 -1.8786 -1.0459  C9 1.529, C11 1.530, H43 1.092, H44 1.094
11 C -3.3396 -1.8605 -2.4154  C10 1.530, C12 1.530, H45 1.092, H46 1.089
12 C -2.1744 -2.8378 -2.5862  C11 1.530, N13 1.459, H47 1.094, H48 1.091
13 N -0.9604 -2.4361 -1.8844  C12 1.459, C14 1.384, C27 1.389
14 C -0.5256 -3.2415 -0.8468  N13 1.384, O15 1.213, N16 1.367
15 O -1.0935 -4.2626 -0.5199  C14 1.213
16 N 0.6116 -2.8284 -0.2110  C14 1.367, C17 1.372, H49 1.011
17 C 1.2927 -1.6732 -0.4987  N16 1.372, C18 1.394, C26 1.391
18 C 2.4059 -1.2823 0.2443  C17 1.394, C19 1.381, H50 1.078
19 C 3.0818 -0.1208 -0.0744  C18 1.381, O20 1.352, C22 1.423
20 O 4.1623 0.3544 0.5855  C19 1.352, C21 1.407
21 C 4.6089 -0.3329 1.7290  O20 1.407, H51 1.089, H52 1.095, H53 1.094
22 C 2.6466 0.6744 -1.1711  C19 1.423, O23 1.362, C25 1.374
23 O 3.3743 1.8044 -1.3915  C22 1.362, C24 1.407
24 C 2.9848 2.6386 -2.4550  O23 1.407, H54 1.089, H55 1.095, H56 1.095
25 C 1.5544 0.2743 -1.9028  C22 1.374, C26 1.401, H57 1.078
26 C 0.8684 -0.9022 -1.5756  C17 1.391, C25 1.401, C27 1.457
27 C -0.3045 -1.3011 -2.3432  N13 1.389, C26 1.457, O28 1.218
28 O -0.7182 -0.6969 -3.3165  C27 1.218
29 H 2.0663 2.4214 2.8700  C1 1.088
30 H 2.3284 2.4366 1.1264  C1 1.087
31 H 1.3211 1.1850 1.8421  C1 1.087
32 H -0.1487 2.8289 0.8106  C2 1.093
33 H 0.6880 4.1599 1.6112  C2 1.093
34 H -1.4057 3.7611 2.7582  C3 1.094
35 H -0.0701 3.3208 3.8245  C3 1.092
36 H -0.4133 0.9061 3.2462  C4 1.091
37 H -1.8400 1.6543 3.9975  C4 1.096
38 H -2.7825 1.7773 1.7335  N5 1.008
39 H -1.9562 0.0018 -0.9174  C8 1.090
40 H -3.3346 0.7036 -0.0537  C8 1.092
41 H -2.3600 -2.1676 0.3051  C9 1.088
42 H -3.7868 -1.4616 1.0391  C9 1.094
43 H -4.3789 -2.8910 -0.8463  C10 1.092
44 H -4.8944 -1.2231 -1.1018  C10 1.094
45 H -4.0896 -2.1355 -3.1606  C11 1.092
46 H -2.9972 -0.8562 -2.6624  C11 1.089
47 H -1.9289 -2.8995 -3.6505  C12 1.094
48 H -2.4426 -3.8267 -2.2112  C12 1.091
49 H 0.8797 -3.3718 0.5977  N16 1.011
50 H 2.7108 -1.8928 1.0783  C18 1.078
51 H 5.4453 0.2489 2.1124  C21 1.089
52 H 4.9541 -1.3424 1.4830  C21 1.095
53 H 3.8259 -0.3897 2.4913  C21 1.094
54 H 3.6900 3.4682 -2.4504  C24 1.089
55 H 3.0419 2.1184 -3.4163  C24 1.095
56 H 1.9697 3.0231 -2.3119  C24 1.095
57 H 1.1817 0.8411 -2.7403  C25 1.078

=====

- Which of these has the lowest E_HOMO?
  C4H6ClF